55
Properties=species:S:1:pos:R:3:forces:R:3 method="wB97M-V/def2-TZVPD" total_charge=-1 molar_mass_g_mol=496.33 orbital_gap_ev=6.55 smiles="CCOC(=O)N1c2cccc(Br)c2C(=[N+]([O-])[O-])[C@H]1[C@]1(C(=O)OCC)CCCCCC1=O" e_homo_ha=-0.1351 lumo_ev=2.8690
C 3.50238 -1.67389 1.49330 0.13 -0.13 -0.03
C 2.72693 -0.39647 1.70824 -0.43 -0.03 -0.24
O 1.36110 -0.75341 1.34811 -0.02 1.11 0.48
C 0.40600 0.20940 1.47799 0.69 0.14 0.41
C -0.83395 -0.20533 0.66599 0.12 0.13 2.17
C -1.98294 0.75865 1.11916 -0.54 0.04 -0.22
O -2.04712 1.89572 0.70270 -0.06 -1.06 0.27
C -3.09996 0.25348 2.02244 0.25 0.46 0.06
C -4.11152 -0.56553 1.21427 -0.24 0.02 -0.04
C -3.53757 -1.85308 0.63620 0.06 -0.59 -0.32
C -2.28736 -2.35866 1.36090 -0.49 -0.28 -0.15
C -0.95735 -1.72687 0.96682 -0.06 -0.54 0.28
O 0.56390 1.24164 2.09720 -0.10 -0.93 -0.23
H 4.56585 -1.50131 1.67245 -0.02 -0.03 -0.02
H 3.15522 -2.45287 2.18402 0.07 0.13 -0.16
H 3.37171 -2.03291 0.46360 0.04 0.13 0.24
H 2.76910 -0.05034 2.74995 -0.11 -0.05 -0.27
H 3.04392 0.41310 1.03662 -0.03 -0.17 0.25
H -2.66931 -0.30191 2.86635 -0.25 0.03 -0.17
H -3.60547 1.15130 2.39897 0.22 -0.17 0.05
H -4.97790 -0.79776 1.84674 0.19 0.13 0.08
H -4.49642 0.04481 0.38432 0.11 0.03 0.28
H -4.30512 -2.64201 0.68463 0.15 0.22 -0.05
H -3.31267 -1.70279 -0.42976 0.06 -0.11 0.28
H -2.42566 -2.29104 2.45059 -0.06 -0.08 -0.22
H -2.18077 -3.42825 1.13584 -0.02 0.13 0.13
H -0.54634 -2.25934 0.09458 -0.27 0.31 0.19
H -0.27127 -1.98141 1.78469 -0.28 0.09 -0.27
C -0.90752 4.70138 0.50044 -0.36 0.40 0.09
C 0.39551 3.96974 0.51365 -0.11 -0.78 -0.66
O 0.15064 2.78867 -0.33328 1.10 0.44 0.53
C 1.22909 2.01174 -0.44316 0.23 -0.45 -0.40
O 2.37353 2.36539 -0.19147 -0.74 -0.08 -0.22
N 0.89222 0.73633 -0.89813 -0.33 1.46 0.81
C 1.72647 0.00005 -1.71487 0.91 -0.73 -0.60
C 3.02030 0.32719 -2.07603 0.07 -0.12 -0.04
C 3.65286 -0.45198 -3.04903 -0.66 -0.81 -0.30
C 3.01531 -1.61130 -3.54244 0.49 0.40 0.29
C 1.75825 -2.00443 -3.06746 -0.14 0.77 0.65
Br 1.11745 -3.75767 -3.37385 0.32 -0.09 -0.19
C 1.04568 -1.13944 -2.21481 0.36 0.35 -0.17
C -0.30119 -1.03947 -1.72909 -1.64 -0.72 -1.17
N -1.39673 -1.38244 -2.54809 0.77 0.70 1.15
O -1.25817 -2.12055 -3.53814 -0.01 0.37 0.20
O -2.53089 -0.90046 -2.24409 0.42 -0.19 0.05
C -0.45984 0.12230 -0.75718 0.38 0.23 -3.26
H -0.84873 5.55288 1.18107 -0.06 0.07 -0.01
H -1.12077 5.07680 -0.50637 -0.05 -0.07 0.16
H -1.71448 4.03369 0.81759 0.20 0.28 -0.09
H 1.21604 4.53722 0.05540 -0.17 -0.13 0.32
H 0.66500 3.60494 1.51319 0.05 0.14 -0.32
H 3.48961 1.17647 -1.60034 0.09 -0.03 -0.27
H 4.63593 -0.17035 -3.42269 -0.19 -0.14 0.11
H 3.52578 -2.23596 -4.27016 -0.06 0.02 0.16
H -1.18880 0.81632 -1.19760 0.03 -0.18 0.39

60
Properties=species:S:1:pos:R:3:forces:R:3 method="wB97M-V/def2-TZVPD" molar_mass_g_mol=641.90 orbital_gap_ev="7.95 / 7.81" multiplicity=2 e_homo_ha="-0.2752 / -0.2707" lumo_ev="0.4630 / 0.4428"
Mn 0.16430 -0.03987 -0.42086 0.04 0.06 -0.24
O -0.86262 1.17333 0.73597 -0.16 -0.04 0.03
N -1.33174 2.33355 0.23965 -0.01 -0.02 -0.03
C -2.18162 3.02100 1.03613 -0.01 -0.01 0.00
C -2.69771 4.22052 0.64761 0.00 0.00 -0.01
C -2.31985 4.73093 -0.60574 0.00 -0.01 0.01
C -1.45261 4.02540 -1.39024 0.00 0.00 0.01
C -0.91849 2.78104 -0.97595 0.01 0.00 -0.03
S 0.17954 1.86537 -1.88779 0.19 0.04 0.15
H -2.39405 2.53081 1.97406 0.00 0.00 0.00
H -3.37738 4.74662 1.30033 0.00 0.00 0.00
H -2.71175 5.67908 -0.94864 0.00 0.00 0.00
H -1.13815 4.39015 -2.35737 0.00 0.00 0.00
C 2.33518 2.22538 1.19017 -0.02 0.01 -0.01
P 1.94410 0.46076 0.97782 -0.03 -0.03 -0.08
C 3.59026 -0.28817 0.75179 0.00 0.02 0.02
C 1.51288 -0.11786 2.66385 -0.03 -0.03 -0.01
C 2.16626 0.31904 3.81402 0.00 -0.01 0.01
C 1.82760 -0.19584 5.05444 0.00 0.00 0.00
C 0.83572 -1.16400 5.15810 0.01 0.00 0.00
C 0.18255 -1.60659 4.02011 -0.01 0.00 0.00
C 0.50858 -1.08424 2.77044 0.02 0.05 -0.03
P -0.32664 -1.58621 1.22127 0.11 0.03 0.06
C -2.09346 -1.58798 1.67579 0.01 -0.03 0.01
C 0.03893 -3.36821 1.11093 0.01 0.00 0.00
H 3.16500 2.39942 1.87573 0.00 -0.01 0.01
H 1.44755 2.74805 1.54701 0.00 0.00 -0.01
H 2.59222 2.61773 0.20514 0.00 0.01 0.00
H 4.22401 -0.09975 1.61967 0.01 0.00 0.00
H 4.04106 0.12954 -0.14641 -0.01 -0.01 -0.01
H 3.48175 -1.36293 0.60653 -0.01 0.00 -0.01
H 2.94600 1.06814 3.74389 0.00 0.00 0.00
H 2.33734 0.15433 5.94285 0.00 0.00 0.00
H 0.57321 -1.57034 6.12636 0.00 0.00 0.00
H -0.59090 -2.36076 4.11000 0.00 0.00 0.00
H -2.30661 -2.25332 2.51306 0.00 0.01 0.00
H -2.67220 -1.91321 0.80965 0.00 0.00 0.00
H -2.38527 -0.56930 1.92508 0.00 0.00 -0.01
H -0.20944 -3.87755 2.04302 0.01 -0.01 0.00
H 1.09540 -3.51069 0.88604 0.01 0.01 0.00
H -0.53670 -3.79886 0.29238 0.00 0.01 0.00
F 2.30627 1.00447 -4.63367 -0.02 -0.01 -0.01
C 1.99932 -0.29367 -4.52074 0.08 0.05 0.02
F 2.34901 -0.90140 -5.66302 0.00 0.00 -0.01
F 0.66978 -0.39993 -4.38699 -0.04 0.01 -0.02
S 2.89144 -1.05914 -3.05771 -0.19 -0.22 0.05
O 0.18434 -2.28600 -1.78439 -0.02 -0.06 -0.20
O 2.27584 -2.43726 -3.12478 0.02 0.02 -0.14
O 2.28920 -0.26108 -1.94992 -0.07 -0.01 0.11
Cl -4.73772 0.07729 -3.63131 0.00 0.00 0.00
C -3.25559 -0.67830 -3.14765 -0.01 0.01 0.01
C -2.76712 -1.78713 -3.83180 0.00 -0.02 -0.02
C -1.59253 -2.36701 -3.41062 -0.01 0.01 0.00
C -0.93447 -1.80684 -2.31478 -0.16 0.03 0.01
N -1.39768 -0.72945 -1.68668 0.05 0.01 0.04
C -2.54176 -0.17055 -2.08747 0.02 0.01 0.05
H -3.31012 -2.18009 -4.68049 0.00 0.00 0.00
H -1.16470 -3.22498 -3.90882 -0.01 -0.01 -0.01
H 0.92747 -2.47452 -2.48108 0.25 0.13 0.29
H -2.87320 0.71107 -1.55400 0.00 0.00 -0.01

51
Properties=species:S:1:pos:R:3:forces:R:3 method="wB97M-V/def2-TZVPD" molar_mass_g_mol=389.88 orbital_gap_ev=9.35 smiles="CCOC(=O)[C@]1(Cc2cccc(Cl)c2)CCCN(C(=O)c2ccoc2C)C1" e_homo_ha=-0.3197 lumo_ev=0.6531
C 0.17879 -3.36489 -1.45052 -0.03 0.45 0.00
C 0.04211 -1.97543 -2.05321 0.18 -0.42 -0.49
H -0.90711 -1.85575 -2.58096 0.10 0.04 0.07
H 0.86592 -1.77064 -2.74255 -0.25 -0.03 0.07
O 0.05345 -0.97857 -1.02379 -0.25 -0.15 0.21
C 1.14569 -0.22549 -0.92171 0.30 0.34 0.18
O 2.11897 -0.36572 -1.61614 0.09 -0.10 -0.15
C 1.00603 0.89355 0.11144 0.04 0.20 0.02
C 0.05320 1.93424 -0.52481 0.26 0.03 -0.28
N -1.32053 1.50181 -0.51736 0.04 0.21 0.05
C -1.93980 1.18205 -1.68068 -0.10 0.01 0.16
O -1.37564 1.24465 -2.75655 0.07 -0.05 -0.31
C -3.39080 0.85961 -1.58351 -0.50 -0.69 -0.06
C -4.02451 -0.31877 -1.29755 0.94 0.40 -0.02
O -5.36157 -0.16329 -1.41421 -0.10 -0.47 0.10
C -5.59135 1.10929 -1.78285 0.31 0.81 -0.20
C -4.42337 1.78799 -1.90877 -0.46 -0.23 0.06
H -4.28871 2.81031 -2.19487 -0.05 0.24 -0.09
H -6.61217 1.40299 -1.92320 -0.17 -0.05 0.00
C -3.50435 -1.65343 -0.90158 -0.39 0.15 -0.09
H -3.77115 -2.40012 -1.64892 0.04 -0.10 -0.02
H -3.93763 -1.96253 0.04949 0.05 -0.07 0.08
H -2.42507 -1.60816 -0.81071 0.10 -0.02 0.03
C -1.84136 1.25960 0.80459 -0.19 -0.32 0.34
H -1.72896 2.17706 1.39602 -0.06 -0.02 -0.01
C -1.05365 0.12306 1.45649 -0.03 0.21 0.07
C 0.43966 0.44353 1.46914 -0.24 -0.31 -0.21
H 0.61200 1.25935 2.17583 0.07 0.03 0.05
H 0.99881 -0.42335 1.82606 0.05 0.08 0.10
H -1.39959 -0.02263 2.48110 -0.02 -0.02 0.03
H -1.22924 -0.79635 0.90204 -0.07 0.00 0.09
H -2.90099 1.01235 0.74258 0.10 0.11 0.04
H 0.12060 2.86899 0.04480 0.05 -0.06 0.01
H 0.34059 2.12640 -1.56144 0.00 0.07 0.15
C 2.39012 1.55551 0.31428 -0.12 -0.16 -0.21
C 3.28218 0.79986 1.26046 0.13 0.11 0.05
C 3.44944 1.23163 2.57134 0.01 0.00 -0.04
C 4.25705 0.53183 3.45056 -0.01 -0.01 0.03
C 4.91221 -0.61492 3.03939 0.04 -0.08 -0.04
C 4.75267 -1.03858 1.72999 -0.11 0.20 0.13
C 3.95359 -0.34224 0.84061 0.08 -0.09 0.00
H 3.85283 -0.68027 -0.17818 0.03 -0.05 -0.07
Cl 5.57107 -2.46580 1.19357 0.11 -0.18 -0.07
H 5.54169 -1.16882 3.71749 0.07 -0.07 0.04
H 4.37947 0.88084 4.46491 0.02 0.03 0.09
H 2.95126 2.12935 2.90802 -0.07 0.10 0.01
H 2.87425 1.62780 -0.66074 -0.03 0.13 0.05
H 2.23935 2.56459 0.70195 -0.05 0.01 0.01
H 1.13044 -3.45588 -0.93186 0.08 -0.05 0.04
H -0.62474 -3.55917 -0.74349 -0.07 -0.07 0.06
H 0.13886 -4.10747 -2.24202 -0.01 -0.11 -0.08